# 1
Entry from the OMol25 dataset: a cluster of 9 separate species, C44H82BN9O3P in total (the ωB97M-V functional and the def2-TZVPD basis).

XYZ file:
```
140
Properties=species:S:1:pos:R:3:forces:R:3
C -1.1106 2.9493 3.5900 -0.176 0.017 0.023
P 0.4202 2.1870 2.9382 0.029 0.186 -0.160
C 0.2238 0.5466 3.7457 0.061 -0.194 0.036
C 0.0317 1.9048 1.0760 -0.010 -0.055 -0.168
C 1.3851 2.2166 0.3793 -0.037 -0.048 0.148
B 2.5505 1.1659 0.5192 0.028 -0.015 -0.152
O 2.5429 0.1822 1.4797 -0.075 -0.189 -0.161
O 3.6175 1.1529 -0.3533 -0.201 -0.116 -0.243
C -0.4896 0.4781 0.8473 0.054 -0.095 0.147
C -1.0870 0.1150 -0.5210 0.152 0.023 -0.222
C -1.7878 -1.2316 -0.3722 -0.137 -0.013 0.228
C -0.0421 -0.0502 -1.6410 -0.089 0.197 -0.074
N -2.1089 1.1550 -0.8578 0.046 0.130 0.514
O -3.2801 0.9069 -0.4047 -0.107 -0.051 -0.141
C -1.7153 2.6002 -0.7836 0.069 0.101 -0.118
C -2.9945 3.4282 -0.8740 -0.081 0.074 -0.066
C -0.8564 3.0294 -1.9829 -0.140 -0.230 0.090
C -1.0508 2.8926 0.5889 0.257 0.126 -0.048
H -1.0506 2.9512 4.6807 0.098 0.046 -0.017
H -1.2217 3.9779 3.2496 -0.023 -0.030 0.082
H -2.0173 2.4042 3.3149 0.028 -0.005 0.013
H 0.7206 -0.2275 3.1670 0.079 -0.013 0.047
H 0.7253 0.6096 4.7141 -0.062 -0.009 0.002
H -0.8166 0.2581 3.9098 -0.009 0.038 -0.056
H 1.7579 3.1722 0.7732 -0.030 -0.020 -0.011
H 1.2426 2.3932 -0.6878 -0.005 0.053 -0.027
H 3.0580 -0.5776 1.1794 0.270 0.228 0.213
H 3.4557 1.6658 -1.1548 0.135 0.028 0.228
H -1.2857 0.2993 1.5767 -0.032 0.013 -0.014
H 0.2951 -0.2498 1.0511 -0.033 -0.007 0.061
H -1.0170 -1.9992 -0.3011 -0.040 -0.031 -0.047
H -2.3890 -1.2703 0.5354 -0.120 0.044 -0.105
H -2.4289 -1.4455 -1.2266 0.076 -0.036 -0.036
H -0.4586 0.2189 -2.6095 -0.060 -0.047 -0.038
H 0.8476 0.5561 -1.4995 0.049 -0.001 0.002
H 0.2590 -1.0939 -1.7143 0.075 0.038 0.057
H -3.6222 3.0515 -1.6824 -0.003 0.019 0.009
H -3.5617 3.3988 0.0530 0.002 -0.040 -0.075
H -2.7318 4.4634 -1.1037 0.020 0.004 0.107
H -0.5087 4.0480 -1.8009 0.033 -0.018 -0.106
H -0.0084 2.3909 -2.1844 0.126 -0.027 -0.020
H -1.4691 3.0279 -2.8868 -0.011 0.050 0.023
H -1.8573 2.9747 1.3157 -0.022 -0.152 -0.049
H -0.6033 3.8913 0.5114 -0.097 0.021 0.098
C -1.6119 -5.3138 0.4572 -0.012 -0.016 -0.013
C -1.1575 -6.2946 -0.6157 -0.010 0.026 0.017
C 0.1362 -5.8501 -1.3076 -0.028 -0.050 0.034
C -0.0330 -4.5797 -2.0141 0.101 0.020 0.059
N -0.1703 -3.5705 -2.5445 -0.020 -0.006 -0.035
H -1.8297 -4.3340 0.0290 0.008 0.003 -0.002
H -2.5156 -5.6699 0.9512 -0.006 0.005 0.005
H -0.8414 -5.1850 1.2201 0.007 0.000 -0.001
H -1.9409 -6.4181 -1.3658 -0.003 -0.009 -0.007
H -0.9794 -7.2776 -0.1768 0.017 0.000 -0.001
H 0.4744 -6.5975 -2.0263 0.001 0.008 -0.008
H 0.9372 -5.7256 -0.5752 0.034 -0.004 -0.025
C -7.0427 2.4957 2.4748 0.017 -0.009 0.048
C -7.2624 3.9652 2.1486 -0.009 -0.044 -0.001
C -6.1094 4.5635 1.3351 -0.075 0.042 -0.025
C -4.8431 4.5368 2.0657 0.007 -0.069 -0.028
N -3.8500 4.4807 2.6389 -0.019 0.096 0.037
H -6.1503 2.3543 3.0876 0.014 0.002 -0.020
H -7.8983 2.0986 3.0184 -0.004 -0.003 -0.002
H -6.9220 1.9072 1.5629 0.007 0.001 -0.003
H -7.3904 4.5397 3.0682 0.010 0.015 -0.002
H -8.1813 4.0791 1.5739 0.001 0.000 -0.005
H -6.3187 5.5974 1.0562 0.004 0.005 0.015
H -5.9683 4.0006 0.4089 0.023 -0.008 0.005
C 5.7849 -3.1125 -1.5505 -0.020 0.019 0.024
C 4.6177 -2.5041 -0.7840 0.028 -0.039 -0.033
C 4.3794 -3.2085 0.5597 0.032 0.160 -0.125
C 3.9879 -4.6078 0.3901 0.004 -0.005 0.126
N 3.6668 -5.7028 0.2627 -0.061 -0.013 -0.071
H 5.5964 -4.1627 -1.7819 0.004 -0.008 0.004
H 5.9520 -2.5892 -2.4911 -0.014 0.005 0.001
H 6.7091 -3.0511 -0.9742 0.009 -0.007 -0.006
H 3.7034 -2.5510 -1.3796 -0.015 0.007 0.002
H 4.8108 -1.4480 -0.5841 -0.008 0.003 0.020
H 3.5867 -2.7122 1.1251 -0.022 -0.080 0.036
H 5.2849 -3.1742 1.1697 0.011 -0.091 0.007
C -10.0042 -1.3443 1.9135 -0.010 0.003 0.018
C -11.4108 -0.8801 2.2672 0.036 -0.024 -0.013
C -11.8682 0.3126 1.4192 -0.037 -0.055 0.067
C -11.0265 1.4893 1.6353 0.009 0.020 -0.115
N -10.3478 2.4007 1.7952 -0.018 0.035 0.040
H -9.2715 -0.5565 2.0946 -0.002 0.007 -0.010
H -9.7195 -2.2086 2.5126 0.005 -0.001 0.001
H -9.9380 -1.6293 0.8618 0.001 0.000 -0.003
H -11.4615 -0.6074 3.3227 -0.014 0.006 0.002
H -12.1249 -1.6909 2.1143 -0.008 0.005 -0.008
H -12.8989 0.5847 1.6505 0.005 0.011 0.009
H -11.8302 0.0615 0.3573 0.016 0.010 -0.006
C -1.4421 1.3129 -8.2292 -0.012 -0.013 0.009
C -2.3893 1.4327 -7.0431 0.017 0.000 -0.039
C -1.8299 2.3236 -5.9284 -0.075 -0.011 -0.001
C -0.6018 1.7758 -5.3530 0.027 0.029 0.006
N 0.3595 1.3334 -4.9084 0.054 0.007 -0.002
H -0.4977 0.8545 -7.9327 0.005 0.008 0.006
H -1.8805 0.6975 -9.0142 0.004 -0.003 -0.003
H -1.2219 2.2937 -8.6553 0.000 0.002 0.000
H -2.6055 0.4443 -6.6340 -0.006 0.002 0.013
H -3.3413 1.8594 -7.3634 -0.002 0.010 0.009
H -2.5568 2.4388 -5.1223 0.011 -0.009 0.011
H -1.6097 3.3230 -6.3093 0.015 0.000 0.001
C 2.8964 5.5662 -2.3118 -0.021 -0.029 0.026
C 2.9946 7.0573 -2.0238 -0.010 -0.037 -0.011
C 1.6561 7.6401 -1.5548 0.073 0.034 0.005
C 0.6111 7.5061 -2.5712 -0.061 -0.016 0.059
N -0.2073 7.3806 -3.3661 0.010 -0.008 -0.042
H 2.1843 5.3722 -3.1155 0.001 -0.029 0.004
H 3.8604 5.1545 -2.6092 0.007 0.017 -0.003
H 2.5571 5.0266 -1.4238 0.004 -0.029 -0.013
H 3.3295 7.5906 -2.9151 -0.015 0.025 0.004
H 3.7333 7.2470 -1.2435 -0.008 -0.002 0.012
H 1.7549 8.6965 -1.3019 -0.012 0.006 -0.020
H 1.3146 7.1236 -0.6549 -0.006 -0.005 0.000
C 9.8590 -5.7171 1.4714 -0.002 0.006 -0.023
C 8.8874 -6.3206 0.4680 0.013 0.011 0.011
C 9.3423 -6.1142 -0.9824 -0.084 -0.039 0.065
C 9.3912 -4.6972 -1.3448 0.069 -0.004 -0.081
N 9.4321 -3.5851 -1.6267 -0.030 0.023 0.035
H 9.9362 -4.6368 1.3422 0.010 0.007 -0.020
H 9.5210 -5.8994 2.4885 -0.015 -0.009 0.056
H 10.8572 -6.1466 1.3547 -0.014 0.010 0.014
H 7.8937 -5.8896 0.6027 0.006 -0.001 0.001
H 8.7920 -7.3947 0.6368 -0.003 -0.005 -0.016
H 8.6706 -6.6169 -1.6799 -0.011 0.013 0.003
H 10.3385 -6.5360 -1.1299 0.014 0.017 -0.013
C 4.6616 -1.4960 4.0206 -0.145 0.060 0.032
C 4.6092 -2.4920 5.1700 -0.020 0.003 -0.068
C 5.9992 -3.0450 5.5016 -0.106 -0.050 0.023
C 6.5512 -3.7631 4.3520 0.209 0.028 0.059
N 6.9851 -4.2979 3.4337 -0.058 -0.049 -0.085
H 5.0548 -1.9660 3.1193 0.043 0.003 -0.006
H 3.6687 -1.1081 3.7908 0.016 0.045 0.011
H 5.3062 -0.6494 4.2632 -0.018 0.019 -0.008
H 3.9523 -3.3256 4.9137 -0.015 -0.001 0.018
H 4.1941 -2.0252 6.0641 0.045 0.017 0.014
H 5.9653 -3.7261 6.3526 0.001 -0.019 -0.017
H 6.6843 -2.2345 5.7580 0.013 -0.003 -0.020
```
Forces are in eV/Å.

Summary:
spin multiplicity = 2
E_HOMO (spin up / spin down) = -0.2737 / -0.2898 Ha
E = -2810.4796 Eh

Here are the Löwdin charges for atoms 1 to 6, given in e:
1 C -0.3378
2 P 0.9755
3 C -0.3019
4 C -0.5015
5 C -0.1097
6 B -0.6983

---

# 2
Entry from the OMol25 dataset: a structure of composition C8H18N4O2P (the ωB97M-V functional and the def2-TZVPD basis).

XYZ file:
```
33
Properties=species:S:1:pos:R:3:forces:R:3
C 2.6891 -0.4030 0.0862 -0.773 -2.523 3.464
C 1.4588 1.9045 0.7753 -2.379 1.068 -0.104
C 2.1898 1.8007 -0.5414 -2.163 1.496 0.061
C 0.5663 0.6500 1.0366 3.362 -2.255 -0.186
C 1.6720 -0.4882 1.2209 -1.640 1.088 -2.330
C -3.6370 -1.2054 -0.7834 -0.585 -0.164 4.376
C -2.1244 -1.2581 -0.7701 1.067 -1.978 -2.055
C -1.5378 -0.4111 0.2893 -0.584 1.598 3.229
N 2.7997 0.5583 -0.7382 0.716 -1.780 -0.578
N 2.1142 -0.6746 2.5525 -0.346 1.195 -1.889
N 3.2113 0.3304 -2.0112 1.848 -0.652 -3.124
N -0.2887 0.2282 -0.0653 1.162 0.030 0.889
O 3.1402 -1.6576 -0.0703 -0.273 0.766 -0.751
O 0.9032 -2.1771 -1.1990 0.791 -1.576 -1.558
P 1.4672 -2.3619 0.2176 1.914 0.669 2.723
H 2.1190 2.2484 1.5956 -0.644 -0.669 -0.206
H 0.7082 2.7087 0.5300 0.870 -0.213 0.803
H 1.4094 1.9983 -1.3333 1.303 -0.407 0.278
H 2.9393 2.5600 -0.5588 0.499 0.705 -0.373
H 0.1857 0.5705 2.0290 -1.414 1.025 0.516
H -4.1673 -1.9678 -0.0288 1.398 1.590 -1.499
H -3.8365 -0.1813 -0.3487 -0.592 -1.050 -0.904
H -4.0902 -1.3689 -1.6974 -0.749 -0.113 -1.920
H -1.7304 -0.8933 -1.7975 -0.595 -0.560 1.411
H -1.7056 -2.3253 -0.5988 -0.831 1.498 -0.700
H -2.2969 0.3704 0.6909 0.983 -1.050 -0.756
H -1.3380 -1.0360 1.2297 -0.091 0.704 -1.197
H 1.3340 -0.8239 3.1965 0.899 -0.704 -0.163
H 2.8507 -1.3119 2.3630 0.822 -1.231 1.923
H 3.6812 -0.5864 -2.2567 -0.989 1.230 1.267
H 3.8378 1.0748 -2.3383 -0.360 -0.252 0.336
H -0.2446 0.8896 -0.8063 -0.929 0.495 -0.577
H 0.2345 -1.5575 -1.3597 -1.695 2.019 -0.408
```
Forces are in eV/Å.

Summary:
spin multiplicity = 1
ΔE to the lowest compared entry with this formula, charge and spin = 0.0 kcal per mole
E_HOMO = -0.4447 Ha
E = -1026.1555 Eh
total charge = +1

Here are the Löwdin charges for atoms 1 to 6, given in e:
1 C -0.3506
2 C -0.0854
3 C -0.1420
4 C -0.2526
5 C -0.3927
6 C -0.0991

---

# 3
Entry from the OMol25 dataset: the ion C13H21N2 with charge +1 (the ωB97M-V functional and the def2-TZVPD basis).

XYZ file:
```
36
Properties=species:S:1:pos:R:3:forces:R:3
C 1.7177 -1.2773 -0.4223 0.485 -0.483 0.513
C 1.4901 0.9014 0.4985 -2.520 -1.468 -0.118
C 0.3973 -1.4758 -0.2728 -1.592 0.996 -1.027
C 0.1367 0.5993 0.7642 2.619 -0.442 -1.385
C 2.3220 -0.1041 -0.0178 0.210 1.202 1.794
C -2.6150 -1.1767 -0.8193 -0.934 -0.693 1.121
C -2.7388 0.2486 -0.4363 2.207 0.825 -1.543
C -1.8217 -0.5929 0.3747 -3.107 -1.573 0.761
C -2.0266 1.0549 -1.5014 2.088 3.434 0.648
C -3.9432 0.8465 0.1533 1.299 1.247 3.361
C -2.2877 -0.9344 1.8222 1.962 1.144 -0.957
C 4.4438 -0.8007 -0.7934 2.109 1.986 -1.979
C 4.3017 1.1600 0.6669 1.758 0.439 -2.010
N -0.4454 -0.5097 0.2525 3.994 0.007 0.026
N 3.6609 -0.0119 0.1215 0.098 -0.213 -1.327
H 2.4324 -2.0361 -0.6303 -0.668 -0.991 -0.734
H 1.8886 1.8577 0.5547 0.305 1.616 1.039
H -0.0635 -2.2771 -0.8068 -0.527 -0.688 0.410
H -0.4923 1.1131 1.4232 -0.764 1.459 0.362
H -3.4448 -1.8164 -0.5741 -0.134 -0.265 0.401
H -2.2655 -1.4232 -1.8096 0.755 0.159 0.111
H -1.6233 2.1543 -1.1760 -1.175 -2.347 -0.120
H -2.7460 1.3135 -2.2633 0.114 -0.282 -0.695
H -1.0411 0.6384 -1.8756 -1.587 -0.048 0.053
H -4.4948 0.1210 0.7302 -0.543 -0.141 -0.170
H -4.4974 1.2900 -0.6037 -1.402 0.804 -1.169
H -3.6523 1.6715 0.9515 -0.517 -1.377 -1.717
H -2.2189 -0.1069 2.5850 0.536 -0.723 -0.905
H -1.7003 -1.8067 2.0484 -0.106 -0.390 0.917
H -3.3005 -1.1241 1.7643 -2.003 -0.942 0.082
H 4.5446 -0.3339 -1.8832 -0.236 -0.549 2.224
H 5.4644 -0.9623 -0.4205 -0.389 0.171 -0.002
H 4.0068 -1.7208 -0.9453 -0.481 -1.948 -0.269
H 5.2309 0.8415 1.2185 -0.467 0.411 -1.283
H 4.4542 1.9908 -0.1936 -0.077 -1.696 2.293
H 3.7123 1.4544 1.4649 -1.310 1.357 1.295
```
Forces are in eV/Å.

Summary:
spin multiplicity = 1
ΔE to the lowest compared entry with this formula, charge and spin = 86.3 kcal per mole
E_HOMO (spin up / spin down) = -0.4533 / -0.4533 Ha
E = -617.1352 Eh
total charge = +1

Here are the Löwdin charges for atoms 1 to 6, given in e:
1 C 0.0280
2 C 0.0714
3 C 0.0454
4 C 0.0509
5 C -0.2214
6 C 0.0152

---

# 4
Entry from the OMol25 dataset: the molecule C5H10O (the ωB97M-V functional and the def2-TZVPD basis).

XYZ file:
```
16
Properties=species:S:1:pos:R:3:forces:R:3
C -1.3940 -0.9119 0.1085 0.068 -3.302 -1.640
C -0.1180 -0.0706 -0.0189 -0.044 0.614 1.164
C -0.4424 1.4584 -0.1315 -0.715 0.304 -0.170
C 1.0261 -0.4580 -1.0139 1.700 0.817 0.806
C 1.0063 -0.1621 1.0868 -0.091 -0.357 -0.895
H -1.7263 -1.3277 -1.0050 0.367 1.640 2.709
H -1.1529 -1.9771 0.5742 -0.439 2.261 -0.458
H -2.2229 -0.4150 0.6886 0.857 -0.591 -0.867
H -0.9386 1.9984 0.7582 0.604 -1.437 -1.068
H -1.0401 1.7221 -1.0339 0.236 -0.386 0.529
H 0.5109 1.9409 -0.2574 0.469 0.433 -0.069
H 1.1191 0.3156 -1.8500 -0.049 -1.625 0.641
H 1.2563 -1.5750 -1.2655 -0.936 2.101 0.171
H 0.9938 0.7426 1.7806 0.318 -1.598 -0.463
H 1.0514 -1.2193 1.5246 -0.051 1.666 0.033
O 2.0713 -0.0612 0.0546 -2.294 -0.542 -0.422
```
Forces are in eV/Å.

Summary:
spin multiplicity = 1
ΔE to the lowest compared entry with this formula, charge and spin = 58.2 kcal per mole
E_HOMO = -0.3556 Ha
E = -271.6599 Eh

Here are the Löwdin charges for atoms 1 to 6, given in e:
1 C -0.0769
2 C -0.5309
3 C -0.0768
4 C -0.0783
5 C -0.1400
6 H 0.1257